Record 1
The molecule C9H15NO4S at a distorted geometry. Source: OMol25; level of theory: wB97M-V/def2-TZVPD.

Structure (XYZ):
```
30
Properties=species:S:1:pos:R:3:forces:R:3:nbo_charge:R:1
C 1.1600 -0.1891 -5.0601 -2.590 3.127 -1.154 -0.430
N 1.3078 0.2446 -3.7056 0.372 -1.164 -0.626 -0.601
C 0.9996 -0.5536 -2.7042 -0.730 1.842 1.759 0.522
O 0.4264 -1.5961 -2.6977 -0.079 -0.946 0.020 -0.586
S 0.9420 0.4741 -0.9993 -0.460 -2.268 0.661 1.690
O 2.1152 1.2298 -0.7082 2.405 1.647 -1.333 -0.951
C -0.4316 1.1414 -0.4341 -1.092 -2.687 0.585 -0.799
C -1.3843 0.0334 0.0942 0.478 0.961 -0.780 0.066
O -1.9917 0.4348 1.3321 0.399 -0.448 -0.377 -0.532
C -1.2617 -0.1723 2.3706 -1.510 -0.963 2.334 0.553
C -0.4525 0.8360 3.2081 1.075 -0.356 -2.422 -0.662
C -2.2373 -0.9178 3.3840 2.240 2.414 0.227 -0.625
O -0.5629 -1.2338 1.8062 0.595 -1.265 1.306 -0.541
C -0.4717 -1.1871 0.4396 -0.666 1.178 -0.235 0.070
C 0.9899 -0.8915 0.1158 -1.213 -0.432 -0.535 -0.656
H 0.5327 -1.0408 -5.1689 0.012 -0.864 0.131 0.238
H 0.5906 0.6662 -5.5620 0.204 -1.069 0.449 0.197
H 2.0187 -0.1433 -5.6451 1.954 -0.838 -0.550 0.210
H 1.9389 0.9777 -3.5431 0.731 1.119 0.492 0.414
H -0.8923 1.8432 -1.0256 -0.753 2.012 -1.191 0.225
H -2.2278 -0.2380 -0.5892 0.718 0.300 0.481 0.189
H -1.1948 1.5670 3.4944 0.290 0.373 0.477 0.224
H 0.3384 1.2787 2.5451 -0.791 0.031 0.577 0.220
H 0.0839 0.3300 4.0038 -0.355 0.060 0.380 0.216
H -2.9063 -1.4392 2.7680 -0.970 -1.173 -0.399 0.212
H -2.7391 -0.0852 3.9049 -0.113 -0.737 0.235 0.199
H -1.5555 -1.5136 4.0610 -1.210 0.476 -0.723 0.216
H -0.9291 -2.0621 -0.0495 0.763 -0.080 0.285 0.202
H 1.5305 -0.3717 0.8953 -0.208 -0.263 0.657 0.261
H 1.4977 -1.8070 -0.1301 0.504 0.016 -0.731 0.259
```
Forces are in eV/Å.

The value obtained for the energy relative to the best compared isomer or geometry (same formula, charge and spin) is 2.5846 eV. For the calculated total energy, the calculation gives -30087.38249 eV. The SMILES is CNC(=O)[S@@]1(=O)=C[C@@H]2OC(C)(C)O[C@@H]2C1. As for the total charge: 0. The largest force on an atom comes out at 4.2 eV Å⁻¹.



Record 2
The ion C9H15NP with charge +1 at a distorted geometry. Source: OMol25; level of theory: wB97M-V/def2-TZVPD.

Structure (XYZ):
```
26
Properties=species:S:1:pos:R:3:forces:R:3:nbo_charge:R:1
C 2.3166 1.2616 -1.3563 1.355 0.463 2.501 -0.407
N 1.6299 0.2000 -0.5818 -2.990 0.462 -1.317 -0.400
C 2.1741 -1.1412 -0.9449 -0.476 -1.469 0.113 -0.431
C 1.4282 0.4032 0.8645 1.159 0.821 1.286 -0.466
P 0.0634 1.8633 1.1378 1.457 -1.085 -0.808 0.587
C -1.2490 0.6816 0.8113 -1.717 -0.550 -0.400 -0.367
C -1.9668 0.0055 1.8026 0.951 0.723 -2.146 -0.184
C -2.8824 -0.9370 1.4670 -0.127 -0.794 -0.244 -0.193
C -3.0657 -1.3593 0.1668 0.201 1.968 -0.974 -0.169
C -2.5076 -0.5994 -0.9068 -0.852 -1.631 0.197 -0.203
C -1.6570 0.4074 -0.5108 1.758 0.998 -1.320 -0.244
H 3.3854 1.1442 -1.2504 0.264 0.068 -0.170 0.228
H 1.9716 1.1379 -2.3063 -0.365 -0.322 -2.905 0.217
H 2.0120 2.2479 -1.0398 -0.103 0.140 0.453 0.248
H 0.6779 0.4070 -0.9894 0.495 -1.539 0.523 0.458
H 1.5813 -2.0673 -0.4840 1.425 2.410 -0.534 0.262
H 2.1150 -1.2938 -2.0420 0.137 0.368 0.620 0.241
H 3.2375 -1.0196 -0.6392 -0.705 -0.931 -0.114 0.233
H 1.0656 -0.5461 1.3001 0.071 0.568 -0.286 0.241
H 2.4811 0.5739 1.2270 -1.168 0.198 0.242 0.232
H 0.0574 1.7933 2.5282 0.089 -0.150 0.379 0.004
H -1.7705 0.1948 2.7845 0.422 0.591 2.634 0.215
H -3.4262 -1.3979 2.2587 -0.340 -0.468 0.365 0.230
H -3.7770 -2.1182 0.0679 -0.815 -1.165 -0.795 0.228
H -2.7199 -0.8103 -2.0190 0.326 0.343 2.087 0.248
H -1.1749 0.9683 -1.3455 -0.450 -0.014 0.612 0.193
```
Forces are in eV/Å.

The value obtained for the energy relative to the best compared isomer or geometry (same formula, charge and spin) is 0.0000 eV. For the calculated total energy, the calculation gives -20347.02893 eV. The SMILES is C[NH+](C)CPc1ccccc1. As for the total charge: +1. The largest force on an atom comes out at 3.3 eV Å⁻¹.



- Among the records above, which one has the lowest total charge?
  C9H15NO4S



- Which formula does entry 2 have?
  C9H15NP